DFT (ωB97M-V with the def2-TZVPD basis set) results for a molecular structure, C33H45F4N2O3S2SbTi.

Positions of all 91 atoms, in Å:
1 Ti -0.196 -0.511 -0.106
2 C 3.628 -0.710 -3.248
3 C 4.108 0.676 -2.852
4 N 3.472 1.208 -1.643
5 C 3.829 2.625 -1.484
6 C 2.954 3.359 -0.479
7 C 3.840 0.424 -0.467
8 C 2.807 -0.623 -0.062
9 N 1.553 -0.071 0.498
10 C 1.634 0.853 1.548
11 C 0.601 1.778 1.658
12 F -0.415 1.655 0.742
13 C 0.555 2.768 2.609
14 F -0.478 3.607 2.630
15 C 1.577 2.874 3.531
16 C 2.596 1.945 3.478
17 F 3.574 1.985 4.378
18 C 2.625 0.936 2.527
19 F 3.620 0.043 2.567
20 H 4.010 -0.964 -4.236
21 H 2.536 -0.759 -3.282
22 H 3.983 -1.483 -2.564
23 H 3.908 1.377 -3.666
24 H 5.203 0.655 -2.734
25 H 3.721 3.096 -2.461
26 H 4.889 2.737 -1.208
27 H 1.896 3.182 -0.694
28 H 3.138 4.432 -0.526
29 H 3.145 3.046 0.548
30 H 4.005 1.097 0.373
31 H 4.795 -0.098 -0.616
32 H 3.262 -1.302 0.662
33 H 2.524 -1.206 -0.935
34 H 1.572 3.650 4.284
35 O -0.822 -0.660 1.837
36 S -0.773 -1.847 2.821
37 C -2.387 -1.719 3.653
38 C -3.450 -1.237 2.681
39 C -3.679 -2.191 1.513
40 C -4.536 -1.606 0.406
41 S -3.696 -0.218 -0.443
42 O -2.208 -0.613 -0.396
43 C -4.248 -0.480 -2.099
44 C -4.851 0.599 -2.730
45 C -5.309 0.447 -4.032
46 C -5.151 -0.768 -4.681
47 C -4.536 -1.842 -4.040
48 C -4.083 -1.705 -2.742
49 C 0.343 -1.374 4.102
50 C 0.170 -0.193 4.820
51 C 1.111 0.148 5.773
52 C 2.212 -0.677 5.995
53 C 2.379 -1.844 5.267
54 C 1.440 -2.199 4.308
55 H -2.287 -1.046 4.501
56 H -2.588 -2.722 4.035
57 H -3.158 -0.249 2.320
58 H -4.378 -1.105 3.241
59 H -4.175 -3.100 1.863
60 H -2.728 -2.507 1.078
61 H -5.461 -1.166 0.787
62 H -4.796 -2.353 -0.339
63 H -4.972 1.542 -2.210
64 H -5.791 1.275 -4.533
65 H -5.510 -0.885 -5.694
66 H -4.418 -2.785 -4.557
67 H -3.595 -2.534 -2.244
68 H -0.675 0.458 4.631
69 H 0.993 1.058 6.346
70 H 2.944 -0.400 6.742
71 H 3.237 -2.479 5.444
72 H 1.558 -3.109 3.732
73 C -1.861 2.572 -2.265
74 Sb -0.337 1.100 -2.490
75 C 1.047 2.276 -3.564
76 C -1.053 -0.043 -4.130
77 H -2.332 2.762 -3.228
78 H -1.403 3.492 -1.904
79 H -2.613 2.258 -1.543
80 H 0.501 2.797 -4.350
81 H 1.790 1.615 -4.005
82 H 1.537 2.992 -2.913
83 H -1.353 0.634 -4.929
84 H -1.897 -0.663 -3.841
85 H -0.248 -0.684 -4.487
86 C 0.283 -3.949 -0.169
87 C 0.100 -2.504 -0.389
88 O 0.199 -1.942 -1.483
89 H 0.343 -4.503 -1.105
90 H -0.510 -4.332 0.474
91 H 1.214 -4.071 0.395

For the relative energy (zero: lowest compared OMol25 entry of this formula, charge and spin), the calculation gives 10.9 kcal/mol. The calculation puts the lowest unoccupied orbital energy at -5.80 eV. For the molecular weight, the calculation gives 827.487 g mol⁻¹. Its multiplicity is 1. The HOMO-LUMO gap comes out at 7.34 eV. As for the net charge: +2.


DFT (ωB97M-V with the def2-TZVPD basis set) results for 2 unconnected molecules or ions with the total composition C33H45NO5P at a distorted geometry.

Positions of all 85 atoms, in Å:
1 C 6.078 4.509 1.079
2 C 5.860 3.383 0.684
3 C 5.539 2.242 -0.346
4 C 6.122 2.458 -1.833
5 C 5.248 3.750 -2.226
6 P 5.396 4.366 -4.032
7 O 5.205 6.050 -3.947
8 O 4.200 3.627 -4.974
9 N 3.873 3.267 -1.775
10 C 3.931 2.330 -0.591
11 C 3.538 0.812 -0.795
12 C 2.048 0.574 -1.287
13 C 1.018 0.415 -0.062
14 C -0.043 -0.722 -0.413
15 C -1.546 -0.347 -0.019
16 C -2.547 -0.761 -1.200
17 C -3.902 0.105 -1.180
18 C -3.971 1.008 -2.485
19 C -5.401 1.026 -3.174
20 C -6.513 1.788 -2.346
21 C -6.167 3.283 -1.979
22 C -7.087 3.860 -0.803
23 O -8.382 4.202 -1.329
24 C -8.953 5.219 -0.474
25 H 6.247 5.562 1.414
26 H 5.773 1.216 0.038
27 H 7.234 2.579 -1.941
28 H 5.735 1.719 -2.606
29 H 5.637 4.664 -1.671
30 H 5.194 6.352 -3.013
31 H 4.207 4.130 -5.821
32 H 3.334 2.870 -2.567
33 H 3.487 4.136 -1.368
34 H 3.582 2.870 0.329
35 H 3.718 0.306 0.205
36 H 4.285 0.356 -1.523
37 H 2.042 -0.388 -1.891
38 H 1.655 1.382 -1.974
39 H 1.576 0.179 0.894
40 H 0.449 1.374 0.114
41 H 0.269 -1.720 0.019
42 H -0.012 -0.855 -1.540
43 H -1.813 -0.984 0.875
44 H -1.674 0.736 0.271
45 H -2.828 -1.849 -1.033
46 H -2.036 -0.735 -2.211
47 H -4.747 -0.648 -1.115
48 H -3.932 0.705 -0.217
49 H -3.619 2.045 -2.175
50 H -3.232 0.676 -3.281
51 H -5.738 -0.039 -3.376
52 H -5.270 1.507 -4.196
53 H -7.443 1.804 -3.001
54 H -6.793 1.185 -1.424
55 H -6.316 3.960 -2.872
56 H -5.103 3.444 -1.629
57 H -7.209 3.115 0.035
58 H -6.561 4.795 -0.431
59 H -8.742 6.231 -0.949
60 H -10.073 5.100 -0.412
61 H -8.510 5.200 0.568
62 C 4.091 -2.782 3.697
63 C 4.772 -3.885 4.206
64 C 4.134 -5.114 4.297
65 C 2.808 -5.242 3.891
66 C 2.119 -4.132 3.404
67 C 2.768 -2.904 3.297
68 C 0.691 -4.242 3.013
69 O 0.091 -3.273 2.584
70 C 0.007 -5.549 3.162
71 C -1.348 -5.655 2.855
72 C -1.994 -6.877 2.979
73 C -1.288 -8.000 3.402
74 C 0.060 -7.898 3.715
75 C 0.709 -6.671 3.605
76 C 2.141 -6.565 3.976
77 O 2.758 -7.544 4.350
78 H 4.594 -1.824 3.618
79 H 5.802 -3.786 4.530
80 H 4.669 -5.971 4.689
81 H 2.240 -2.041 2.907
82 H -1.902 -4.785 2.522
83 H -3.049 -6.957 2.744
84 H -1.792 -8.956 3.491
85 H 0.604 -8.775 4.048

The calculation puts the lowest unoccupied orbital energy at -3.20 eV. For the molecular weight, the calculation gives 566.699 g mol⁻¹. Its multiplicity is 1. The HOMO-LUMO gap comes out at 7.71 eV. As for the net charge: +1.


Q: Which of these has the lowest net charge?
A: C33H45NO5P